Entry 1:
ORCA calculation (ωB97M-V/def2-TZVPD) on 3 unconnected molecules or ions with the total composition H5N4O.

```
10
Properties=species:S:1:pos:R:3:forces:R:3:lowdin_charge:R:1
N -0.8087 -1.2705 0.0063 -1.750 -0.375 3.591 -0.0813
N 1.2824 1.3712 0.0787 3.424 1.780 -0.221 -0.0218
N -0.2701 0.0298 0.3110 -1.207 -2.525 -0.227 -0.1718
N 0.9925 0.1340 0.0008 -1.658 -0.596 0.909 -0.5743
O 1.7231 -0.8718 -0.2760 0.479 0.584 -0.193 -0.1662
H -0.8124 -1.9494 0.8790 0.264 1.996 -1.883 0.0761
H -0.3104 -1.7763 -0.6552 1.587 -0.691 -1.575 -0.0186
H 2.3251 1.4330 0.1106 -0.869 -0.267 -0.323 0.0138
H -2.4834 1.5021 -0.3175 2.385 -0.035 0.456 -0.0233
H -1.6383 1.3979 -0.1377 -2.656 0.127 -0.534 -0.0327
```
Forces are in eV/Å.

Calculated values
Charge   -1
Spin multiplicity   1
Highest occupied orbital energy   -2.9 eV

***

Entry 2:
ORCA calculation (ωB97M-V/def2-TZVPD) on a single H5NO2P2 molecule.

```
10
Properties=species:S:1:pos:R:3:forces:R:3:lowdin_charge:R:1
N 0.3193 0.4351 0.4289 0.481 1.244 -1.260 -0.5759
O 0.0886 -0.9301 -1.6888 -1.750 1.654 -2.829 -0.2329
O 0.3471 1.4232 -1.9742 1.314 1.248 -0.229 -0.2331
P 0.4301 -0.5034 1.8460 -1.043 -1.686 -1.084 0.6859
P 1.0828 0.2239 -1.2607 1.455 1.000 3.400 0.6918
H 0.6545 1.3226 0.7677 -0.175 0.820 -0.327 -0.0350
H 0.3843 -1.5918 -1.1566 0.692 -4.139 2.211 -0.0316
H -0.4310 0.9816 -2.2273 -2.627 -0.106 -0.907 0.0181
H 1.3650 -1.3091 1.2527 1.608 -1.028 0.417 -0.1766
H -0.4558 -1.6220 1.4326 0.045 0.993 0.607 -0.1107
```
Forces are in eV/Å.

Calculated values
SMILES string   OP(O)NP
Charge   0
Spin multiplicity   1
Highest occupied orbital energy   -9.0 eV

***

Entry 3:
ORCA calculation (ωB97M-V/def2-TZVPD) on 2 unconnected molecules or ions with the total composition H5NOSi.

```
8
Properties=species:S:1:pos:R:3:forces:R:3:lowdin_charge:R:1
N 0.1240 0.8265 0.8810 0.446 0.571 -0.438 -0.2498
O -1.6246 -1.1246 -0.2306 -1.000 -1.881 -2.650 -0.0951
Si 1.0562 0.1077 -0.2195 0.032 1.010 1.627 0.6672
H -1.5146 -0.5101 -0.9620 -0.534 -0.405 -0.625 -0.0045
H 0.5591 1.5360 1.4720 -0.165 -0.550 0.253 -0.0520
H -1.3947 -0.5269 0.4132 0.777 2.117 3.467 -0.0883
H 0.2627 -0.3917 -1.2848 0.528 -0.675 -1.081 -0.0844
H 2.5319 0.0830 -0.0693 -0.084 -0.188 -0.553 -0.0931
```
Forces are in eV/Å.

Calculated values
SMILES string   N=[SiH2].O
Charge   0
Spin multiplicity   1
Highest occupied orbital energy   -9.9 eV

***

Entry 4:
ORCA calculation (ωB97M-V/def2-TZVPD) on a molecular structure, H5NOSi.

```
8
Properties=species:S:1:pos:R:3:forces:R:3:lowdin_charge:R:1
N 1.5762 1.2453 0.5973 3.497 -3.430 -6.777 0.0446
O -1.3644 0.5703 -0.0173 -0.949 0.504 -0.850 -0.4515
Si -1.6800 -0.8353 -0.5047 2.086 -0.571 1.295 0.6408
H 1.5228 0.2062 -0.1741 0.817 3.634 2.141 0.1412
H 0.6992 1.3144 0.3472 -6.231 1.053 0.875 -0.1453
H 2.2621 0.8402 1.0831 1.937 -1.258 3.826 -0.0786
H -2.1462 -1.5874 -1.6721 -0.638 0.491 -0.362 -0.0866
H -0.8696 -1.7538 0.3406 -0.519 -0.422 -0.148 -0.0647
```
Forces are in eV/Å.

Calculated values
Charge   0
Spin multiplicity   1
Highest occupied orbital energy   -9.2 eV

***

Entry 5:
ORCA calculation (ωB97M-V/def2-TZVPD) on 2 unconnected molecules or ions with the total composition H5NOSi.

```
8
Properties=species:S:1:pos:R:3:forces:R:3:lowdin_spin:R:1
N 1.6228 -0.2681 0.8578 1.939 5.638 2.384 0.9645
O -1.8097 1.8770 -1.0976 0.171 1.246 0.371 0.0065
Si 0.5272 -1.3624 0.3749 -4.194 -5.189 -1.166 0.8197
H 1.2773 0.3577 1.6418 0.992 -0.987 -0.741 0.0326
H -0.8719 1.7554 -1.3466 -0.772 0.475 0.244 0.0047
H -1.9520 2.8267 -0.8141 0.621 -1.722 -0.616 0.0004
H 1.2902 -2.3463 -0.3708 -0.091 -0.337 -0.286 0.0800
H -1.0181 -1.4714 0.2626 1.334 0.876 -0.191 0.0916
```
Forces are in eV/Å.

Calculated values
<S²>   2.005
Charge   0
Spin multiplicity   3
Highest occupied orbital energy (alpha / beta)   -6.2 / -11.2 eV

***

Entry 6:
ORCA calculation (ωB97M-V/def2-TZVPD) on 2 unconnected molecules or ions with the total composition H5NOSi2.

```
9
Properties=species:S:1:pos:R:3:forces:R:3:lowdin_charge:R:1
N 0.1026 -0.5861 -0.9366 -0.079 2.042 -0.682 -0.3073
O 0.4683 -0.5379 2.6384 0.006 0.857 0.812 -0.4838
Si 0.3762 -1.7923 1.8060 -0.254 0.864 -0.798 0.5640
Si 0.3105 1.0002 -0.6179 -0.372 -2.315 -0.022 0.6445
H -0.0132 -0.9433 -1.8918 0.160 -0.260 0.854 -0.0503
H -0.8163 -2.6127 1.8758 -0.144 -0.691 -0.074 -0.0762
H 1.3750 -1.8975 0.7786 0.519 -1.017 -0.259 -0.0868
H -0.7124 1.9074 -0.1561 -0.587 0.295 0.240 -0.1012
H 1.5613 1.7032 -0.4903 0.752 0.225 -0.071 -0.1030
```
Forces are in eV/Å.

Calculated values
SMILES string   N=[SiH2].O=[SiH2]
Charge   0
Spin multiplicity   1
Highest occupied orbital energy   -9.3 eV

***

Entry 7:
ORCA calculation (ωB97M-V/def2-TZVPD) on 2 unconnected molecules or ions with the total composition H5NS.

```
7
Properties=species:S:1:pos:R:3:forces:R:3:lowdin_charge:R:1
S -0.1441 -0.2018 -1.3342 -0.054 -0.294 -0.028 0.4637
H -0.3035 -1.2733 -0.5294 0.021 0.225 -0.194 -0.2287
N 0.2659 0.4421 2.0939 -0.216 0.721 -0.080 0.0199
H 0.0308 -0.4446 1.6990 0.044 -0.580 -0.059 -0.0228
H -0.3334 0.6027 2.8812 -0.439 0.055 0.279 0.0082
H 1.1939 0.4210 2.4667 0.596 -0.188 -0.035 0.0096
H -0.2890 0.6573 -0.3202 0.048 0.061 0.117 -0.2500
```
Forces are in eV/Å.

Calculated values
SMILES string   N.S
Charge   0
Spin multiplicity   1
Highest occupied orbital energy   -9.6 eV

***

Entry 8:
ORCA calculation (ωB97M-V/def2-TZVPD) on 2 unconnected molecules or ions with the total composition H5NSSi.

```
8
Properties=species:S:1:pos:R:3:forces:R:3:lowdin_charge:R:1
N 2.1834 -0.4601 -0.6160 1.000 -0.820 1.513 -0.4998
Si -2.0352 0.6691 0.3803 0.153 -1.984 1.121 0.5166
S 1.5364 -0.1360 0.9100 -0.150 -0.007 -0.579 0.4106
H 1.5981 -1.1537 -1.1544 1.584 0.891 0.666 0.0355
H 3.2394 -0.5996 -0.4158 -2.476 -0.093 -1.544 0.0465
H -2.2623 2.0861 0.1272 -0.338 0.069 -0.153 -0.1971
H -1.3592 -0.2060 -0.6586 -0.613 0.654 0.360 -0.1821
H -2.9007 -0.1997 1.4274 0.840 1.290 -1.384 -0.1303
```
Forces are in eV/Å.

Calculated values
Charge   0
Spin multiplicity   1
Highest occupied orbital energy (alpha / beta)   -8.8 / -7.0 eV

***

Entry 9:
ORCA calculation (ωB97M-V/def2-TZVPD) on a molecular structure, H5O2.

```
7
Properties=species:S:1:pos:R:3:forces:R:3:lowdin_charge:R:1
O -0.6028 0.4490 -0.9234 -2.273 0.943 -2.762 0.1030
H -0.7653 0.9728 -1.8029 2.261 -0.610 2.050 0.2206
H -1.5201 0.1178 -0.9523 0.237 -0.787 1.342 0.1431
O 0.5692 -0.4084 1.0682 0.727 -0.822 -0.858 0.1039
H 1.1288 -1.1844 0.8542 -0.504 0.080 -0.070 0.1444
H 1.0789 -0.0144 1.8034 -0.557 0.695 -0.402 0.1519
H 0.1113 0.0676 -0.0473 0.109 0.500 0.700 0.1330
```
Forces are in eV/Å.

Calculated values
Charge   +1
Spin multiplicity   1
Highest occupied orbital energy   -19.4 eV

***

Entry 10:
ORCA calculation (ωB97M-V/def2-TZVPD) on 2 unconnected molecules or ions with the total composition H5O2.

```
7
Properties=species:S:1:pos:R:3:forces:R:3:lowdin_spin:R:1
O 0.4261 -0.4520 1.1773 -0.412 -0.729 0.815 0.9637
H 0.5948 -1.4522 1.0618 0.234 0.020 0.521 0.0072
H -0.1805 -0.2620 1.9796 0.383 -0.230 0.292 0.0067
O -0.5402 0.5399 -1.1020 2.080 0.195 1.796 0.0196
H -0.1013 -0.2019 -1.5903 -0.444 0.241 -0.838 0.0000
H -0.0797 1.3907 -1.3573 -0.630 -0.011 -0.808 0.0004
H -0.1192 0.4375 -0.1691 -1.212 0.514 -1.778 0.0024
```
Forces are in eV/Å.

Calculated values
<S²>   0.753
Charge   +2
Spin multiplicity   2
Highest occupied orbital energy (alpha / beta)   -28.1 / -28.1 eV

***

Entry 11:
ORCA calculation (ωB97M-V/def2-TZVPD) on 3 unconnected molecules or ions with the total composition H5O2S.

```
8
Properties=species:S:1:pos:R:3:forces:R:3:lowdin_charge:R:1
S 0.8160 0.6387 0.1244 -0.146 -0.083 0.280 -0.1189
H 0.5924 -0.6609 0.3818 0.036 -0.039 -0.016 -0.4094
H 1.7796 0.0102 -1.9048 0.312 0.159 0.114 -0.1171
H 0.6831 -0.0954 -2.8040 -0.817 0.040 -0.313 -0.0239
O 1.6313 -0.1323 -2.8625 0.510 -0.157 0.102 -0.1687
H -2.0479 -0.3573 3.0210 0.022 1.329 -1.861 0.0533
H -1.2933 0.3559 1.8285 0.865 0.079 -0.441 -0.0819
O -2.1613 0.2410 2.2156 -0.783 -1.327 2.134 -0.1333
```
Forces are in eV/Å.

Calculated values
Charge   -1
Spin multiplicity   1
Highest occupied orbital energy   -3.2 eV

***

Entry 12:
ORCA calculation (ωB97M-V/def2-TZVPD) on 3 unconnected molecules or ions with the total composition H5O2S.

```
8
Properties=species:S:1:pos:R:3:forces:R:3:lowdin_charge:R:1
S 0.3686 1.1773 -2.5355 1.315 1.775 -1.474 -0.2073
H 1.1012 2.2921 -3.1388 -1.139 -1.702 1.056 -0.3556
H -1.6300 0.6134 0.2101 0.126 0.583 -0.879 0.0047
H -0.1980 0.9534 -0.6033 -0.505 0.709 -1.004 -0.2188
O -0.6851 0.5159 0.1119 0.277 -1.469 2.477 -0.1844
H 0.0161 -1.1430 2.0449 -0.126 -1.213 0.163 0.0396
H 0.8739 -2.3021 1.6539 0.101 -0.256 -0.148 0.0213
O 0.1534 -2.1069 2.2567 -0.050 1.574 -0.190 -0.0994
```
Forces are in eV/Å.

Calculated values
Charge   -1
Spin multiplicity   1
Highest occupied orbital energy   -3.0 eV

***

Entry 13:
ORCA calculation (ωB97M-V/def2-TZVPD) on 3 unconnected molecules or ions with the total composition H5O3.

```
8
Properties=species:S:1:pos:R:3:forces:R:3:lowdin_charge:R:1
O 0.0351 -0.6921 -0.6960 1.954 1.074 6.606 -0.3414
H -0.1555 -0.8194 -1.5333 -1.666 -0.879 -6.265 -0.1605
O -1.8879 -0.3209 0.8793 0.648 4.055 -2.636 -0.2363
H -1.7244 -1.0547 1.3759 0.852 -3.093 1.937 -0.1009
H -0.9398 -0.1821 0.2513 -1.902 -1.476 0.360 0.0350
O 1.8522 1.0250 -0.1049 4.237 -2.030 2.470 -0.0802
H 1.3783 0.2103 -0.2937 -1.653 -0.726 -0.744 -0.0542
H 1.4463 1.7500 -0.4271 -2.471 3.075 -1.727 -0.0614
```
Forces are in eV/Å.

Calculated values
Charge   -1
Spin multiplicity   1
Highest occupied orbital energy   -4.0 eV

***

Here are the calculated F_max numbers, same order: 0.0780, 0.0922, 0.0804, 0.1626, 0.1317, 0.0456, 0.0147, 0.0568, 0.0719, 0.0536, 0.0512, 0.0563, 0.1356 (hartree/bohr).
Here are the calculated ΔE to the lowest compared entry with this formula, charge and spin numbers, same order: 201.1, 133.6, 333.0, 513.8, 81.8, 475.5, 8.1, 278.9, 67.1, 0.0, 21.5, 71.5, 99.4 (kJ/mol).